{
  "formula": "C34H37BrN2O6P2S2V",
  "method": "the ωB97M-V functional and the def2-TZVPD basis",
  "elements": ["V", "C", "O", "C", "C", "C", "Br", "C", "C", "C", "O", "C", "N", "C", "C", "C", "C", "C", "C", "N", "H", "H", "H", "H", "H", "H", "H", "H", "H", "H", "H", "O", "C", "O", "C", "P", "C", "C", "C", "C", "C", "C", "C", "C", "C", "C", "C", "C", "H", "H", "H", "H", "H", "H", "H", "H", "H", "H", "H", "H", "C", "C", "C", "O", "P", "S", "S", "O", "C", "C", "C", "H", "H", "H", "H", "H", "H", "H", "H", "H", "H", "H", "H", "H", "H"],
  "xyz": [[-0.4517, -0.6311, 0.0634], [-1.4387, 2.9932, 2.3511], [-0.5912, 2.4893, 1.3217], [-0.0918, 3.4190, 0.4882], [-0.4368, 4.7604, 0.5371], [0.1844, 5.6598, -0.3152], [-0.3039, 7.4898, -0.2198], [1.1239, 5.2539, -1.2262], [1.4491, 3.8968, -1.3096], [0.8611, 2.9788, -0.4429], [1.2032, 1.6373, -0.4164], [2.3943, 3.5119, -2.3634], [3.4706, 4.1810, -2.6633], [3.9879, 3.5693, -3.7878], [5.1192, 3.8858, -4.5368], [5.3828, 3.1230, -5.6574], [4.5376, 2.0742, -6.0433], [3.4150, 1.7439, -5.3094], [3.1615, 2.4970, -4.1718], [2.1659, 2.4574, -3.2203], [-0.9336, 3.7862, 2.9079], [-1.6494, 2.1653, 3.0114], [-2.3737, 3.3668, 1.9274], [-1.1690, 5.1262, 1.2391], [1.6137, 5.9492, -1.8915], [2.0825, 1.5367, -0.8012], [5.7467, 4.7168, -4.2442], [6.2547, 3.3460, -6.2587], [4.7660, 1.5171, -6.9429], [2.7662, 0.9319, -5.6113], [1.3269, 1.8986, -3.2623], [-0.5185, -4.5870, -0.9446], [-0.2751, -3.3991, -1.0410], [-0.9214, -2.4490, -0.4463], [0.8801, -2.9435, -1.9443], [1.1855, -1.1437, -1.6930], [2.9185, -1.0678, -2.3102], [3.3224, -1.7940, -3.4332], [4.6426, -1.7677, -3.8526], [5.5815, -1.0176, -3.1568], [5.2015, -0.3186, -2.0240], [3.8802, -0.3510, -1.6019], [0.1903, -0.4001, -3.0598], [0.6571, -0.0962, -4.3378], [-0.2017, 0.4198, -5.2993], [-1.5387, 0.6356, -5.0050], [-2.0156, 0.3544, -3.7336], [-1.1571, -0.1451, -2.7695], [0.6166, -3.1756, -2.9757], [1.7728, -3.5081, -1.6766], [2.6094, -2.3994, -3.9774], [4.9397, -2.3377, -4.7237], [6.6107, -0.9945, -3.4901], [5.9353, 0.2496, -1.4672], [3.6081, 0.1541, -0.6807], [1.6912, -0.2674, -4.6000], [0.1760, 0.6444, -6.2888], [-2.2073, 1.0215, -5.7627], [-3.0564, 0.5270, -3.4930], [-1.5639, -0.3483, -1.7776], [-3.5081, -1.2520, 5.5175], [-2.3194, -0.3855, 5.1302], [-1.0021, -0.9462, 5.6405], [-2.2787, -0.1561, 3.7004], [-1.7922, -1.1018, 2.5073], [-2.7341, -0.3619, 0.9057], [0.2196, -0.9968, 2.2983], [-2.3173, -2.4840, 3.0778], [-2.5276, -3.8291, 2.5584], [-1.1920, -4.5065, 2.3171], [-3.4445, -3.8428, 1.3514], [-3.7064, -1.1433, 6.5847], [-3.3084, -2.2994, 5.3026], [-4.3979, -0.9467, 4.9669], [-2.4703, 0.6208, 5.5259], [-0.8518, -1.9499, 5.2413], [-1.0156, -0.9939, 6.7296], [-0.1698, -0.3192, 5.3226], [-3.0423, -4.3086, 3.3951], [-0.6021, -3.9200, 1.6153], [-1.3472, -5.4913, 1.8793], [-0.6381, -4.6040, 3.2520], [-2.9320, -3.4455, 0.4821], [-4.3397, -3.2513, 1.5462], [-3.7375, -4.8712, 1.1379]],
  "lowdin_charge": [0.1714, -0.0520, -0.0915, -0.2138, -0.0587, -0.6721, 0.7464, -0.0743, -0.0775, -0.1519, -0.0071, -0.2759, 0.1859, -0.2231, -0.0144, -0.0953, -0.0911, -0.0245, -0.1830, 0.1854, 0.1028, 0.0725, 0.1062, 0.0964, 0.1128, 0.0699, 0.1116, 0.0990, 0.1009, 0.0846, 0.1296, 0.0567, -0.6730, -0.2763, -0.2084, 1.0539, -0.3496, -0.1070, -0.0686, -0.0726, -0.0688, -0.0966, -0.3288, -0.1155, -0.0670, -0.0672, -0.0523, -0.0908, 0.1008, 0.1022, 0.1062, 0.1084, 0.1077, 0.1100, 0.0995, 0.0679, 0.1101, 0.1088, 0.1157, 0.0459, -0.0458, -0.4296, -0.0626, -0.3363, -0.0228, 0.4040, 0.3741, -0.2957, -0.4066, -0.0411, -0.0527, 0.0845, 0.0706, 0.0885, 0.1389, 0.0730, 0.0863, 0.0704, 0.1378, 0.0469, 0.0912, 0.0836, 0.0526, 0.0804, 0.0900],
  "spin_multiplicity": 4,
  "orbital_gap_ha": [0.290, 0.323],
  "s_squared": 3.76
}



{
  "formula": "C34H37N11O3S2W",
  "method": "the ωB97M-V functional and the def2-TZVPD basis",
  "elements": ["W", "N", "C", "N", "C", "N", "N", "C", "N", "C", "C", "C", "C", "C", "N", "H", "H", "H", "H", "H", "H", "H", "H", "C", "C", "N", "O", "C", "C", "N", "O", "H", "H", "H", "H", "H", "H", "H", "S", "C", "N", "C", "C", "C", "C", "C", "C", "H", "H", "H", "H", "H", "C", "S", "C", "O", "H", "H", "H", "H", "H", "H", "C", "C", "C", "N", "C", "C", "H", "H", "H", "H", "H", "C", "C", "C", "C", "C", "C", "C", "C", "N", "H", "H", "H", "H", "H", "H"],
  "xyz": [[-0.5220, 0.0600, -0.6310], [0.3846, -1.6366, 2.3499], [1.3441, -1.7492, 1.4080], [2.3255, -2.6074, 1.6353], [3.3147, -2.6219, 0.7449], [4.3512, -3.4245, 0.9467], [3.3500, -1.8499, -0.3734], [2.3024, -1.0975, -0.5533], [1.2459, -0.9682, 0.2967], [2.2463, -0.3751, -1.8467], [3.3251, -0.3577, -2.7141], [3.1703, 0.2658, -3.9413], [1.9551, 0.8517, -4.2569], [0.9340, 0.8087, -3.3273], [1.0773, 0.2012, -2.1487], [0.5595, -2.2321, 3.1470], [0.1682, -0.6667, 2.5910], [4.3628, -4.0423, 1.7403], [5.0970, -3.4509, 0.2728], [4.2500, -0.8287, -2.4208], [3.9942, 0.2914, -4.6415], [1.7944, 1.3498, -5.2020], [-0.0217, 1.2773, -3.5136], [-3.4171, 1.1646, -3.9633], [-2.4634, 0.5258, -3.0071], [-2.0160, 1.1036, -1.9187], [-2.4597, 2.3864, -1.6525], [-1.9347, -0.8069, -3.2001], [-2.2591, -1.7774, -4.2824], [-1.1277, -1.0374, -2.2215], [-0.4149, -2.0042, -1.7967], [-3.0854, 2.1566, -4.2856], [-4.4114, 1.2662, -3.5216], [-3.5105, 0.5625, -4.8630], [-2.8624, 2.7511, -2.4570], [-3.3354, -1.9310, -4.3657], [-1.7912, -2.7354, -4.0638], [-1.8918, -1.4318, -5.2500], [-5.0101, -1.6871, 0.1619], [-3.6658, -0.7236, -0.2408], [-2.4944, -1.2940, -0.1880], [-2.6216, -2.6292, 0.2072], [-1.5879, -3.5587, 0.3699], [-1.9116, -4.8307, 0.7809], [-3.2406, -5.2055, 1.0313], [-4.2704, -4.3083, 0.8658], [-3.9425, -3.0181, 0.4497], [-3.7970, 0.3194, -0.4834], [-0.5689, -3.2809, 0.1520], [-1.1267, -5.5641, 0.9054], [-3.4578, -6.2149, 1.3514], [-5.2969, -4.5918, 1.0515], [1.5120, 0.2503, 5.3526], [1.7206, 1.4082, 4.0010], [1.1398, 2.8764, 4.8390], [0.6550, 1.0744, 2.9846], [2.0728, 0.6002, 6.2179], [1.9092, -0.7129, 5.0383], [0.4500, 0.1765, 5.5881], [1.8056, 3.1094, 5.6684], [0.1219, 2.7053, 5.1878], [1.1637, 3.6900, 4.1169], [-3.3600, 1.8342, 3.2154], [-2.8935, 2.7021, 2.2464], [-2.0751, 2.2200, 1.2430], [-1.7019, 0.9306, 1.1422], [-2.1565, 0.1023, 2.1063], [-2.9729, 0.5078, 3.1405], [-4.0067, 2.1817, 4.0099], [-3.1537, 3.7507, 2.2487], [-1.7165, 2.8959, 0.4880], [-1.8512, -0.9275, 2.0330], [-3.2980, -0.2221, 3.8679], [0.3820, 2.0240, -0.2918], [1.8384, 2.2929, -0.5095], [2.7821, 1.8082, 0.4016], [4.1354, 2.0098, 0.2064], [4.5739, 2.7092, -0.9158], [3.6455, 3.2448, -1.8050], [2.2924, 3.0433, -1.5924], [5.9786, 2.8635, -1.1637], [7.1038, 2.9553, -1.3737], [-0.2125, 2.7519, -0.8485], [0.2160, 2.1528, 0.7771], [2.4381, 1.2611, 1.2698], [4.8567, 1.6293, 0.9172], [3.9910, 3.8148, -2.6570], [1.5777, 3.4830, -2.2782]],
  "lowdin_charge": [1.6889, 0.1689, -0.4278, 0.2007, -0.4033, 0.2124, 0.2132, -0.2682, 0.0497, -0.1855, 0.0427, 0.0026, -0.0056, -0.0918, -0.0333, 0.1205, 0.0379, 0.1273, 0.1274, 0.1275, 0.1302, 0.1247, 0.1184, 0.0211, -0.2736, -0.1217, -0.0185, -0.2507, 0.0205, -0.2942, -0.0807, 0.1008, 0.1120, 0.0941, 0.1003, 0.0986, 0.0939, 0.0990, 1.1481, -0.4679, -0.0769, -0.2921, -0.0239, -0.0474, -0.0534, -0.0659, -0.4467, 0.0821, 0.0850, 0.1153, 0.1181, 0.1200, -0.2421, 0.8731, -0.2368, -0.5852, 0.0673, 0.0486, 0.0667, 0.0677, 0.0647, 0.0603, -0.0205, -0.0126, -0.1258, -0.0691, -0.1599, -0.0194, 0.1254, 0.1232, 0.0904, 0.0882, 0.1240, -0.2201, -0.2823, -0.0556, -0.0079, -0.2288, -0.0109, -0.0412, -0.1779, 0.1776, 0.0616, 0.0373, 0.0723, 0.1268, 0.1288, 0.1195],
  "orbital_gap_ha": [0.261, 0.261],
  "total_charge": 2
}



{
  "formula": "C34H37N5OsSTe",
  "method": "the ωB97M-V functional and the def2-TZVPD basis",
  "elements": ["Os", "C", "C", "C", "C", "C", "C", "N", "N", "C", "C", "C", "C", "C", "C", "H", "H", "H", "H", "H", "H", "H", "H", "H", "C", "C", "C", "C", "C", "C", "C", "C", "C", "C", "N", "C", "C", "C", "C", "C", "N", "H", "H", "H", "H", "H", "H", "H", "H", "H", "H", "H", "H", "H", "H", "H", "H", "H", "C", "Te", "C", "H", "H", "H", "H", "H", "H", "S", "C", "N", "C", "C", "C", "C", "H", "H", "H", "H", "H"],
  "xyz": [[0.5360, -0.7136, -0.0334], [6.2547, -2.0887, -0.0281], [5.3485, -1.9609, -1.0891], [4.0559, -1.5602, -0.7736], [3.6429, -1.5239, 0.5619], [4.5134, -1.7911, 1.6284], [5.8441, -1.9628, 1.3190], [2.2126, -1.7925, 0.7601], [1.9953, -2.7588, 1.5660], [0.6350, -3.0645, 1.6817], [0.2797, -4.0672, 2.6253], [-1.0108, -4.4383, 2.7316], [-1.9879, -3.9022, 1.8370], [-1.6708, -2.8425, 0.9954], [-0.3280, -2.3652, 0.9412], [7.3318, -2.1405, -0.2122], [5.6714, -2.2062, -2.1033], [3.4233, -1.1206, -1.5854], [4.0782, -2.0188, 2.6147], [6.6050, -1.9339, 2.0481], [1.0390, -4.5783, 3.2390], [-1.4095, -5.1405, 3.5118], [-2.9465, -4.3299, 1.8987], [-2.4736, -2.3499, 0.3864], [-4.3798, -0.5030, 2.4080], [-3.0391, 0.1782, 2.0437], [-2.9541, 1.1378, 0.8832], [-3.6992, 2.3216, 1.0947], [-3.7283, 3.3862, 0.2189], [-3.1159, 3.2163, -1.0806], [-2.4931, 1.9692, -1.3762], [-2.1678, 1.8327, -2.8353], [-3.3826, 1.9008, -3.7331], [-2.3126, 0.9005, -0.3229], [-1.4611, -0.2500, -0.5893], [-2.0067, -1.0319, -1.5105], [-1.1399, -2.0299, -2.0487], [-1.3190, -3.1040, -3.0240], [-0.0818, -3.6796, -3.2116], [0.8560, -2.9730, -2.3960], [0.1792, -2.0419, -1.6565], [-4.9451, 0.0879, 3.1703], [-4.1959, -1.5667, 2.7880], [-4.9492, -0.6315, 1.4436], [-2.2252, -0.5029, 1.9520], [-2.7565, 0.8490, 2.8952], [-4.1838, 2.4071, 2.0608], [-4.2516, 4.3242, 0.4489], [-3.0722, 3.9707, -1.8980], [-1.5879, 0.9730, -3.0975], [-1.4733, 2.6200, -3.1508], [-4.1804, 1.2295, -3.3136], [-3.2754, 1.5946, -4.8041], [-3.8361, 2.8881, -3.6193], [-3.0541, -0.9584, -1.7998], [-2.2915, -3.3732, -3.4221], [0.1215, -4.5689, -3.8179], [1.8847, -3.1549, -2.2034], [2.0717, 0.7841, -3.3955], [1.3046, 1.4254, -1.4608], [3.1820, 2.2053, -0.6333], [2.9127, 0.1302, -3.2214], [2.3501, 1.6851, -3.9305], [1.2302, 0.2139, -3.8464], [3.0524, 2.3362, 0.4659], [3.4497, 3.1238, -1.1393], [3.9165, 1.4505, -0.9476], [0.9329, 0.3401, 2.0136], [0.7540, 2.1025, 2.1473], [1.6918, 2.7713, 2.9296], [1.7475, 4.1735, 2.9790], [0.8022, 4.9391, 2.3355], [-0.1579, 4.3385, 1.5078], [-0.1273, 2.9256, 1.4490], [2.2588, 2.2680, 3.7233], [2.4685, 4.6594, 3.6388], [0.7591, 5.9980, 2.5136], [-0.8269, 4.9441, 0.9197], [-0.8945, 2.4191, 0.9345]],
  "lowdin_charge": [1.0902, -0.0363, -0.0516, -0.0618, -0.2448, -0.0200, -0.0471, -0.2301, 0.0406, -0.2488, -0.0067, -0.0350, -0.0109, -0.0748, -0.2201, 0.1213, 0.1209, 0.0803, 0.1249, 0.1014, 0.1381, 0.1444, 0.1060, 0.1109, -0.0688, -0.2221, -0.2118, -0.0477, -0.0409, -0.0149, -0.1526, -0.2806, -0.0843, -0.1787, -0.1288, -0.0754, -0.2986, 0.0060, -0.0469, -0.0691, -0.1388, 0.0873, 0.0869, 0.0917, 0.0483, 0.1248, 0.1225, 0.1177, 0.1289, 0.0719, 0.1075, 0.0953, 0.0998, 0.0696, 0.1636, 0.1173, 0.1190, 0.0979, -0.3311, 1.2557, -0.3225, -0.0127, 0.0157, 0.0244, 0.0042, 0.0112, 0.0046, 0.6868, -0.5980, 0.0641, -0.0046, -0.0213, 0.0461, -0.0790, 0.2199, 0.1456, 0.1248, 0.1282, 0.0511],
  "spin_multiplicity": 5,
  "orbital_gap_ha": [0.189, 0.164],
  "s_squared": 6.05,
  "total_charge": 2
}



{
  "formula": "C34H38BCl3MnN6O2Si",
  "method": "the ωB97M-V functional and the def2-TZVPD basis",
  "elements": ["Mn", "C", "C", "C", "C", "N", "N", "B", "N", "N", "C", "C", "C", "C", "C", "C", "C", "C", "C", "C", "N", "N", "C", "C", "C", "C", "C", "C", "C", "C", "C", "C", "C", "C", "C", "C", "C", "C", "H", "H", "H", "H", "H", "H", "H", "H", "H", "H", "H", "H", "H", "H", "H", "H", "H", "H", "H", "H", "H", "H", "H", "H", "H", "H", "H", "H", "C", "O", "C", "C", "O", "C", "H", "H", "H", "H", "H", "H", "H", "H", "H", "H", "Cl", "Si", "Cl", "Cl"],
  "xyz": [[0.0422, -0.3513, -0.0857], [-0.5560, 3.4689, 3.8015], [-1.0770, 2.5317, 2.8176], [-2.4037, 2.1425, 2.6672], [-2.4650, 1.3665, 1.5293], [-1.2418, 1.1726, 1.0693], [-0.3865, 1.9058, 1.8188], [1.0733, 2.2446, 1.2845], [2.0689, 1.0859, 1.5766], [2.0316, -0.0940, 0.8893], [3.1075, -0.8148, 1.2478], [3.8642, -0.0664, 2.1524], [3.1884, 1.1206, 2.3525], [3.4676, 2.2797, 3.2397], [3.3268, -2.0793, 0.5801], [3.7076, -3.1838, 1.3174], [4.0747, -4.4047, 0.7274], [4.1996, -4.5050, -0.6469], [3.8004, -3.3682, -1.4250], [3.3877, -2.1931, -0.7986], [1.0351, 2.4438, -0.2429], [0.5995, 1.4470, -1.0725], [0.3898, 2.0401, -2.2541], [0.6561, 3.4371, -2.2073], [1.0812, 3.6140, -0.8921], [1.4719, 4.8355, -0.1123], [-0.0244, 1.1791, -3.3965], [0.9221, 0.4117, -4.0760], [0.5319, -0.4041, -5.1314], [-0.7765, -0.4409, -5.5386], [-1.7553, 0.2796, -4.8305], [-1.3546, 1.1252, -3.7761], [-3.7051, 1.0597, 0.7082], [-5.0138, 1.0728, 1.2373], [-6.1145, 0.9037, 0.4247], [-5.9656, 0.7278, -0.9509], [-4.6956, 0.6462, -1.4725], [-3.5772, 0.7766, -0.6354], [-1.4459, 3.8926, 4.2819], [-0.0136, 4.2922, 3.3386], [0.2101, 3.1013, 4.5324], [-3.1735, 2.5427, 3.3118], [1.3571, 3.2667, 1.8769], [4.8352, -0.3954, 2.5461], [4.4183, 2.1327, 3.6853], [2.7184, 2.2871, 4.0933], [3.5137, 3.3052, 2.7627], [3.6454, -3.1316, 2.4282], [4.3339, -5.2328, 1.3850], [4.5440, -5.4075, -1.1556], [3.9622, -3.4130, -2.5113], [3.0904, -1.3824, -1.4346], [0.5896, 4.1159, -3.0719], [1.5519, 5.7159, -0.7471], [2.3839, 4.6970, 0.4232], [0.6858, 4.9755, 0.6781], [1.9951, 0.5014, -3.8204], [1.2957, -0.8676, -5.7403], [-0.9789, -1.0391, -6.4292], [-2.8186, 0.2506, -5.0301], [-2.1131, 1.5804, -3.1668], [-5.1611, 1.2518, 2.3016], [-7.0898, 0.8691, 0.8149], [-6.8284, 0.7074, -1.6009], [-4.4682, 0.4795, -2.4886], [-2.6049, 0.6213, -1.0803], [-0.6900, -0.9774, 3.1056], [-0.6748, -1.6081, 1.7661], [0.1355, -2.8320, 1.7778], [0.1815, -3.4046, 0.3896], [0.1672, -2.3683, -0.6477], [0.3514, -3.0054, -1.8758], [0.3008, -1.2070, 3.4774], [-1.4681, -1.4342, 3.7773], [-0.7858, 0.0828, 2.9428], [-0.2997, -3.5694, 2.4674], [1.1104, -2.4579, 2.1704], [-0.6893, -4.0229, 0.1330], [1.0891, -4.0689, 0.2258], [1.3119, -3.4572, -1.9068], [0.1869, -2.2432, -2.6662], [-0.3929, -3.8125, -2.0419], [-3.0785, -4.8390, -0.5248], [-3.5947, -2.8496, -0.9089], [-5.6679, -2.6921, -0.9398], [-2.8429, -2.3630, -2.7997]],
  "lowdin_charge": [0.9459, -0.0180, -0.2751, 0.0291, -0.2244, 0.0277, 0.0195, -0.4653, 0.0428, 0.0722, -0.2449, 0.0477, -0.2516, -0.0185, -0.2136, -0.0445, -0.0779, -0.0598, -0.0709, -0.0480, 0.0293, 0.0374, -0.2317, 0.0762, -0.2520, -0.0092, -0.1919, -0.0376, -0.0991, -0.0858, -0.0798, -0.0363, -0.1325, -0.0194, -0.0713, -0.1009, -0.1136, -0.0759, 0.0938, 0.0776, 0.1029, 0.1226, 0.1060, 0.1323, 0.0639, 0.1065, 0.1028, 0.1336, 0.1097, 0.1098, 0.1157, 0.1118, 0.1300, 0.0894, 0.0676, 0.0985, 0.1279, 0.1090, 0.1131, 0.1011, 0.1001, 0.1158, 0.0964, 0.1122, 0.0808, 0.0745, -0.0057, -0.2746, -0.1413, -0.1371, -0.3150, -0.1158, 0.0849, 0.1237, 0.0451, 0.1473, 0.1107, 0.0597, 0.1530, 0.0631, 0.0929, 0.0851, 0.2356, -0.4177, 0.2565, 0.2659],
  "spin_multiplicity": 5,
  "orbital_gap_ha": [0.305, 0.243],
  "s_squared": 6.42,
  "total_charge": 1
}